1.
59
Properties=species:S:1:pos:R:3:forces:R:3:mulliken_charge:R:1 method="wB97M-V/def2-TZVPD" e_tot_ev=-116476.901 multiplicity=3 s2=2.01 gap_ev="6.511 / 5.554" lumo_energy_ha="-0.016 / -0.073"
Pd 0.6838 0.2607 -0.0946 -0.75 0.79 -0.24 -0.1544
C -3.8730 -0.2252 -0.8788 0.13 -0.02 0.18 -0.4800
C -3.4638 1.1296 -0.3966 -0.17 0.09 -0.21 0.5392
N -4.3784 1.9628 0.0086 -0.39 -0.73 -0.15 -0.6901
C -4.0412 3.2033 0.3768 0.44 0.63 0.14 -0.7355
C -2.7432 3.6409 0.4403 -0.11 0.09 0.10 0.5473
C -2.4403 5.0835 0.7569 -0.35 0.00 -0.19 -0.9973
O -1.6925 5.2784 1.9435 0.21 0.14 0.40 -0.5346
C -1.6949 2.7438 0.0907 -0.55 -0.96 -0.07 -0.4185
C -0.3544 3.1092 0.3695 1.36 -0.07 -0.28 -0.2593
N 0.7506 2.5403 -0.0752 -1.58 -0.64 0.04 -0.5299
C 1.9407 3.2149 0.0296 1.07 0.89 0.16 0.4243
C 1.9945 4.6256 0.1305 -0.15 -0.32 0.00 -0.0869
C 3.1810 5.3186 0.1947 0.20 0.00 0.11 -0.8563
C 4.3935 4.6461 0.1525 -0.07 -0.04 -0.08 -0.5318
C 4.3876 3.2686 0.0080 0.13 0.04 -0.02 -0.6096
C 3.1902 2.5818 -0.0674 -0.31 -0.63 0.11 0.1404
I 3.2974 0.4460 -0.2797 0.50 0.81 0.14 0.1468
C -2.0662 1.4721 -0.4620 0.29 0.70 0.22 1.0113
O -1.2554 0.6366 -0.9716 0.07 -0.23 0.13 -1.0180
H -4.8594 -0.4737 -0.4966 -0.03 0.01 0.00 0.4221
H -3.1330 -0.9599 -0.5504 -0.12 -0.04 -0.11 -0.2330
H -3.8989 -0.2366 -1.9696 0.05 -0.10 -0.04 0.2677
H -4.8784 3.8423 0.6235 0.06 0.25 0.04 0.3622
H -3.3823 5.6465 0.8071 0.13 -0.07 -0.09 0.3629
H -1.8290 5.5116 -0.0467 -0.14 0.00 0.13 0.3351
H -2.1779 4.8917 2.6789 -0.04 -0.03 0.00 0.3322
H -0.2421 3.9439 1.0630 -0.02 0.13 -0.30 1.2259
H 1.0745 5.1885 0.1505 -0.12 0.00 -0.07 0.4526
H 3.1621 6.3961 0.2806 -0.02 0.04 0.00 0.3850
H 5.3261 5.1881 0.2090 0.06 -0.03 -0.02 0.3783
H 5.3220 2.7306 -0.0522 0.04 -0.06 0.01 0.3627
C 1.0762 -4.9583 1.9290 0.15 0.69 -0.36 -1.0847
Si 1.7748 -3.3100 1.2442 0.50 -0.73 0.79 0.4024
C 3.1681 -3.6991 -0.0159 -0.80 0.38 0.21 -0.8726
C 2.5852 -2.3661 2.6988 -0.47 -0.10 -0.57 -1.0500
As 0.0241 -1.9580 0.3884 0.81 -0.70 -0.52 0.2512
Si -0.9462 -3.1742 -1.4043 -0.91 -0.83 -0.61 0.4911
C -1.3867 -2.0467 -2.8871 0.31 -0.14 0.72 -0.8723
C 0.1610 -4.5997 -2.0533 -0.14 0.75 0.51 -1.1491
C -2.4968 -4.0343 -0.6574 0.65 0.51 -0.17 -1.1263
H 1.8324 -5.4852 2.5022 0.21 -0.06 0.10 0.3826
H 0.7455 -5.6178 1.1327 -0.08 -0.10 -0.18 0.2830
H 0.2265 -4.7757 2.5819 -0.10 0.06 0.10 0.3145
H 3.9735 -4.2444 0.4650 0.10 -0.09 0.27 0.3522
H 3.5862 -2.7808 -0.4232 0.06 0.11 -0.07 0.1289
H 2.8111 -4.3010 -0.8437 -0.10 -0.09 -0.17 0.2967
H 2.9812 -3.0447 3.4464 0.05 -0.27 0.08 0.3512
H 1.8668 -1.7153 3.1915 -0.08 0.10 0.07 0.3052
H 3.4073 -1.7483 2.3507 0.10 0.16 -0.11 0.2809
H -0.6435 -2.1330 -3.6745 0.20 -0.10 -0.07 0.3859
H -1.4155 -1.0059 -2.5767 -0.05 0.13 0.08 0.0968
H -2.3523 -2.2965 -3.3161 -0.20 -0.18 0.03 0.3466
H 1.0686 -4.2240 -2.5144 0.18 0.08 -0.08 0.2961
H -0.3767 -5.1728 -2.8010 -0.25 -0.03 -0.16 0.3921
H 0.4379 -5.2765 -1.2522 0.07 -0.16 0.16 0.2379
H -3.1989 -3.3143 -0.2445 -0.08 0.11 0.03 0.3345
H -2.1893 -4.6933 0.1520 0.07 -0.09 0.11 0.2900
H -3.0230 -4.6332 -1.3942 -0.03 -0.08 -0.23 0.3743

---

2.
77
Properties=species:S:1:pos:R:3:forces:R:3:mulliken_charge:R:1 method="wB97M-V/def2-TZVPD" e_tot_ev=-107693.748 gap_ev=8.697 lumo_energy_ha=-0.076
K 3.5051 -2.4928 1.5712 -0.56 0.17 0.44 0.9676
K -2.5192 -1.7660 3.7019 0.60 0.07 -0.16 0.9886
B 0.0912 -0.7234 0.3285 -0.58 0.07 0.16 0.4712
F 0.0247 -1.8949 1.0624 -0.68 -1.75 1.59 -0.3449
F 0.6783 0.2127 1.1404 1.27 0.99 0.40 -0.3250
F 0.7993 -1.1063 -0.7814 1.01 0.50 -1.41 -0.3847
F -1.1682 -0.2403 0.0183 -0.91 -0.08 -0.41 -0.3901
B 1.9969 -2.8261 5.6232 1.69 0.41 1.30 0.5588
F 2.3360 -3.4521 6.8089 0.30 -0.37 0.52 -0.3739
F 1.7660 -3.7691 4.6740 -0.88 -1.30 -1.80 -0.3545
F 0.9857 -1.9598 5.8578 -2.71 0.97 -0.01 -0.3844
F 3.0337 -2.0017 5.1635 1.42 0.36 -0.76 -0.4273
C -0.9265 -1.8832 -5.5649 0.33 -1.60 -0.26 -1.4078
C -0.3045 -2.9958 -4.7123 0.21 1.38 0.56 0.4830
C -1.2606 -3.5232 -3.7015 0.63 0.00 2.19 -0.3307
O -1.5584 -4.8297 -4.1303 -0.85 -0.88 -0.59 -0.3460
C -0.7284 -5.1845 -5.1442 -0.32 -0.87 -1.07 0.6433
O -0.7550 -6.2062 -5.7887 -0.01 1.51 1.47 -0.5360
O 0.1280 -4.1663 -5.3636 0.18 -0.28 -1.21 -0.3888
H -1.9520 -2.1291 -5.8403 -0.05 -0.09 -0.03 0.3497
H -0.3270 -1.8940 -6.4752 -0.05 0.99 -0.04 0.3809
H -0.9564 -0.9908 -4.9397 0.34 0.21 -0.47 0.3575
H 0.5828 -2.6093 -4.2110 -0.01 0.20 -0.09 0.2852
H -2.1081 -2.8780 -3.4700 -0.41 -0.39 -0.64 0.3070
H -0.7424 -3.6117 -2.7466 0.02 -0.12 0.24 0.1986
C 3.8021 2.7438 5.8429 -0.43 -0.66 0.44 -1.2129
C 3.7678 3.2401 4.4604 0.60 -0.58 -0.77 0.2125
C 2.6379 4.2136 4.1335 2.22 -0.94 -0.59 -0.2275
O 3.4523 5.4136 4.1754 -2.68 2.79 -0.01 -0.3646
C 4.7806 5.2513 4.3134 1.41 2.61 1.06 0.7295
O 5.6739 6.0916 4.4881 -3.14 -1.80 -0.94 -0.5869
O 4.9705 3.9889 4.3415 2.01 -2.77 -0.83 -0.3746
H 2.8312 2.2531 5.9108 0.12 -0.31 1.11 0.3707
H 3.9774 3.5698 6.5322 -0.59 0.03 0.13 0.3136
H 4.6446 2.0695 5.9965 -0.30 -0.27 -0.09 0.3575
H 3.8124 2.4341 3.7279 0.06 -0.09 0.08 0.2663
H 1.7874 4.0168 4.7863 0.28 1.32 0.80 0.2723
H 2.2166 4.0023 3.1506 0.42 0.64 -0.37 0.2460
C 2.5652 2.1976 -4.2112 -1.47 0.17 0.60 -1.3330
C 1.1760 2.9930 -4.3081 1.92 -0.96 0.10 0.4187
C 0.3498 3.1091 -3.0285 0.23 -3.62 0.72 -0.3988
O -0.0114 4.4286 -2.8251 -0.16 1.53 -1.31 -0.2592
C 0.5782 5.1151 -3.8362 0.94 4.60 -1.23 0.6396
O 0.4373 6.3106 -4.1666 -0.15 -4.33 1.75 -0.5848
O 1.5281 4.3461 -4.4259 -0.35 1.29 -0.83 -0.3242
H 2.4793 1.1180 -4.0881 -0.62 -0.06 0.05 0.3317
H 3.0430 2.5457 -3.2954 0.30 0.20 -0.22 0.3609
H 3.2106 2.2965 -5.0841 -0.24 0.62 0.03 0.3467
H 0.6353 2.6738 -5.1991 -0.25 0.03 0.05 0.2671
H 0.9787 2.7302 -2.2229 -0.05 0.32 0.39 0.2643
H -0.5275 2.4624 -3.0375 -0.15 0.17 -0.06 0.2669
C -0.9743 -7.6488 3.3152 -1.38 -0.31 -0.57 -1.3332
C -1.1473 -7.9089 1.8117 0.83 0.28 -0.03 0.3247
C -0.0228 -7.2998 0.9978 -0.07 -0.35 0.34 -0.2624
O 0.4859 -8.3659 0.2129 -0.32 -1.48 -0.93 -0.3303
C -0.2058 -9.5504 0.4558 0.50 -2.52 -0.94 0.6477
O -0.0535 -10.6750 -0.0885 -0.43 5.31 2.25 -0.5553
O -1.0836 -9.2948 1.4674 -0.02 -0.85 -0.12 -0.3458
H -0.8425 -6.6009 3.5846 0.34 0.14 -0.51 0.3534
H -0.1440 -8.2306 3.7154 -0.20 -0.05 0.02 0.3463
H -1.9405 -7.8859 3.7607 0.27 -0.51 0.52 0.3495
H -2.0389 -7.5059 1.3313 -0.57 -0.24 0.83 0.2919
H 0.7816 -6.9446 1.6420 0.00 0.32 -0.28 0.2539
H -0.5504 -6.5374 0.4246 1.08 0.27 -0.54 0.2643
C -4.3778 4.2345 -0.5246 0.88 1.04 -0.69 -1.2881
C -3.9390 5.7499 -0.4737 -0.54 -0.92 0.16 0.4464
C -4.3303 6.6780 -1.6038 -0.33 -0.13 -1.13 -0.4648
O -4.6846 7.8651 -0.9340 -0.06 1.24 0.55 -0.3340
C -4.9837 7.6174 0.3559 -1.12 0.30 0.70 0.6523
O -5.5180 8.4008 1.1175 1.42 -1.87 -1.42 -0.5471
O -4.6679 6.2992 0.5915 -1.36 1.58 1.91 -0.3449
H -5.4579 4.0923 -0.5624 -0.08 0.66 -0.02 0.3476
H -4.0469 3.6647 0.3437 0.36 0.23 -0.12 0.3307
H -3.9938 3.8037 -1.4492 0.23 -0.25 0.14 0.3669
H -2.9184 6.0321 -0.2152 0.55 -1.14 -0.27 0.2702
H -5.2130 6.3776 -2.1683 -0.05 -0.42 -0.01 0.2766
H -3.5507 6.9395 -2.3193 0.15 -0.30 0.18 0.2885